Record 1
DFT (ωB97M-V/def2-TZVPD) results for C57H54GeP3S2W as an isolated structure.

Each line ends with the Löwdin spin population.
Element x y z (Å)
C (-2.00248, 1.98547, -0.28356)  0.000
H (-2.45063, -3.99060, -6.34752)  0.000
W (0.00679, -0.83902, 0.80649)  1.011
C (-3.92133, -5.01356, 4.00519)  0.000
H (1.41740, 6.72168, 1.02496)  0.000
H (0.96736, 4.32182, -5.43551)  0.000
C (-0.13853, 1.44210, -4.05508)  -0.001
H (-2.66907, -1.61447, -1.31977)  0.000
H (-1.49649, 4.07659, 5.66727)  0.000
H (3.14423, 3.22072, -5.05473)  0.000
H (-1.06731, 0.96607, -3.76959)  0.000
C (1.33813, 4.66666, 1.67979)  0.000
C (-3.27304, 3.55041, -1.59559)  0.000
C (-2.70686, 3.49091, 3.99718)  0.000
C (-0.17697, 2.70136, -4.61807)  0.000
H (1.60700, 0.29406, 4.29308)  0.000
H (1.37377, -6.13131, -2.52754)  0.000
H (4.14471, 4.65091, -2.25306)  0.000
H (-2.14112, 5.08292, -2.56852)  0.000
H (0.08609, -2.78838, 2.77495)  0.003
C (-1.76176, -3.40802, -5.75061)  0.000
C (-3.21276, -4.85019, 1.71982)  -0.001
H (-4.28199, -6.52031, 2.52392)  0.000
H (0.69263, -3.96462, 1.08519)  0.001
C (1.09071, 0.80901, -3.86860)  -0.002
P (-1.90940, 0.79644, 1.06356)  0.027
H (-3.31286, -2.28647, -4.77639)  0.000
C (2.27399, 1.45629, -4.22193)  -0.001
H (-2.31574, -4.05681, -1.99495)  0.000
C (-3.23127, 2.44610, -0.75636)  -0.001
H (-4.41435, -5.56589, 4.79363)  0.000
H (0.04260, 4.24300, -1.74844)  0.000
H (-3.50937, 4.17401, 4.23881)  0.000
C (-0.87652, 3.73904, -1.47809)  0.000
H (4.90939, 2.33766, -2.68062)  0.000
H (2.14435, -5.35498, -0.30525)  0.000
C (3.27513, 0.41979, 2.92276)  -0.006
C (1.00367, 3.34010, -4.98204)  -0.001
C (3.43218, 0.62033, 5.32686)  0.000
C (4.80622, 0.78384, 5.24148)  0.000
C (2.95162, 4.11508, -0.54070)  0.000
H (1.55603, -3.03390, -5.19968)  0.000
C (-0.53623, 2.57335, 4.48004)  0.000
H (-4.56933, -0.40714, -0.56756)  0.000
C (-4.10086, -1.00209, 0.21770)  0.000
C (-2.09986, 4.20467, -1.93828)  0.000
C (-1.36695, -1.69344, -4.11682)  -0.001
H (-0.86420, -5.50487, -3.34054)  0.000
H (2.94393, 0.62630, 6.29253)  0.000
H (2.85283, 6.23418, -0.91727)  0.000
H (-3.80515, -2.86709, -0.81380)  0.000
H (6.49299, 0.89128, 3.91913)  0.000
H (-4.22461, 3.91090, -1.96166)  0.000
C (-1.77474, 1.79051, 2.56721)  0.002
C (1.72902, 5.70734, 0.81703)  0.000
C (-3.18434, -2.04198, -0.45643)  0.001
C (0.73565, -5.50258, -1.92130)  0.003
H (4.11593, 0.49326, -1.28854)  0.000
C (-0.90871, -3.88167, -0.36739)  0.010
C (0.50644, -1.79150, 2.62887)  -0.005
S (2.98219, -1.65974, -3.20397)  -0.005
H (-4.15905, 1.96871, -0.46711)  0.000
C (-2.71784, -3.07030, 3.26705)  0.000
Ge (2.41682, 0.21294, 1.15976)  -0.015
C (0.49008, -2.87192, -5.11240)  0.000
S (0.17582, -0.78713, -1.33364)  -0.057
H (3.09727, -2.27331, 1.25637)  0.000
C (2.93541, 1.72170, 0.01709)  -0.004
H (5.39437, 0.92417, 6.13792)  0.000
H (0.19513, 1.11171, 3.10035)  0.002
H (-4.24445, 0.67221, 1.55977)  0.001
H (-1.75789, -0.95208, -3.43149)  0.000
C (-0.51942, -5.14855, -2.38024)  0.002
C (4.22782, 2.55153, -1.86711)  0.000
C (3.19551, -1.50505, 0.49031)  0.012
H (-3.40048, -3.36450, 5.27429)  0.000
P (1.24298, -0.90742, -3.38900)  -0.002
H (-3.68785, 2.76288, 2.25293)  0.000
H (1.44981, 2.58951, 2.11279)  -0.001
H (-4.91206, -1.53705, 0.71550)  0.000
C (2.52389, 5.43640, -0.26320)  0.000
C (-2.80929, 2.68042, 2.88125)  0.000
H (-0.01999, -4.36347, -6.55709)  0.000
C (-2.64857, -3.59933, 1.98051)  -0.003
C (2.67956, 0.44204, 4.17643)  0.000
C (-0.63838, 1.75688, 3.36443)  0.004
C (-3.50336, -0.08469, 1.28831)  0.013
H (3.22018, 0.95664, -4.07820)  0.000
C (1.73669, 3.38097, 1.43074)  0.000
H (0.36062, 2.53938, 5.08434)  0.000
H (-2.26040, -2.11507, 3.49639)  0.000
C (-0.82368, 2.62539, -0.66168)  0.005
H (1.57010, -1.82785, 2.87307)  0.001
H (-3.13933, -5.28452, 0.72937)  0.000
C (-3.84884, -5.55133, 2.72950)  0.000
C (5.42159, 0.76334, 3.99894)  0.000
C (2.53481, 3.05951, 0.30866)  -0.001
H (0.13639, 2.27426, -0.30370)  0.004
C (4.66028, 0.58442, 2.85650)  -0.001
C (0.00786, -1.89816, -4.24366)  -0.001
C (-1.57232, 3.43588, 4.79958)  0.000
H (4.26251, -1.28756, 0.38738)  0.001
C (2.22616, 2.72344, -4.77299)  0.000
C (-2.24755, -2.44975, -4.86756)  0.000
H (-1.12988, 3.18729, -4.77665)  0.000
H (0.02554, -1.12183, 3.36577)  -0.001
C (-1.34248, -4.33277, -1.61322)  0.001
C (-0.39765, -3.61854, -5.86981)  0.000
C (0.35166, -4.26545, 0.10008)  0.007
H (5.16427, 0.59454, 1.89472)  0.000
H (2.83243, -1.87976, -0.46385)  0.000
C (1.17025, -5.06583, -0.67614)  0.001
C (3.81021, 3.83151, -1.62783)  -0.001
C (3.77421, 1.49476, -1.05271)  -0.002
H (0.73043, 4.88878, 2.54716)  0.000
C (-3.35436, -3.77596, 4.27581)  0.000
H (-3.33410, -0.64900, 2.21109)  0.000
P (-1.86955, -2.69655, 0.62344)  0.000

Calculated values
- HOMO-LUMO gap (alpha / beta): 0.195 / 0.207 Ha
- Molar mass: 1152.57 g/mol
- Charge: +2
- Spin multiplicity: 2
- ΔE to the lowest compared entry with this formula, charge and spin: 0.000 eV

Record 2
DFT (ωB97M-V/def2-TZVPD) results for C43H31GaN12P2Se2 as an isolated structure at a distorted geometry.

Each line ends with the Mulliken charge.
Element x y z (Å)
C (1.63445, 4.73922, -2.75941)  0.494
C (-4.79245, -1.89750, 1.08894)  -0.777
N (4.50270, -1.72785, 2.00235)  -1.122
H (1.23182, 8.13132, -3.00820)  0.336
C (-1.36994, -2.78766, 5.42143)  -0.899
C (-2.51614, -3.32366, -2.50589)  -0.732
H (-3.15900, -0.01259, -2.80693)  -0.026
H (-0.88694, -4.15756, -1.40169)  0.389
C (-3.57342, 0.58809, 0.87161)  -0.614
H (1.87121, -2.96455, 4.42238)  0.494
C (-0.51572, 3.45506, -2.15037)  0.380
C (-0.22546, 0.41307, 1.32507)  1.137
N (2.74528, -1.84178, 0.76673)  0.660
N (3.27643, -2.25885, 1.87331)  -0.554
N (1.47635, 0.59356, -0.03816)  1.138
C (-0.76274, -3.56393, 1.40617)  0.186
C (-2.78246, 2.57204, -2.31846)  -0.402
C (1.09085, -5.61557, 1.51177)  -0.782
C (0.83560, -2.64597, 4.47131)  -0.577
C (-2.26371, 4.14640, -0.59125)  -0.558
C (-0.93688, -1.25384, 3.61446)  0.522
H (-0.06457, 6.07144, -2.75792)  0.394
N (3.58971, -1.03476, 0.12700)  -0.540
H (-1.50184, -2.78235, 1.30336)  0.449
C (0.88863, 3.50067, -2.62390)  -0.642
Ga (2.88131, 0.23054, -1.54759)  1.290
H (-2.55651, 4.71573, 0.28576)  0.345
H (-1.96551, -4.77153, 2.71396)  0.418
Se (1.93960, -2.29462, -2.11261)  -0.390
C (0.44317, -3.43819, 0.72614)  0.408
H (-0.30326, -6.60117, 2.81870)  0.392
C (-5.35281, -0.91874, 0.28354)  -0.757
C (-0.95291, 4.20482, -1.04312)  -0.047
N (5.46572, 1.12399, -2.62209)  -0.262
H (0.29697, -3.98485, 6.06047)  0.412
C (2.10013, 1.19272, -2.99794)  -1.365
C (-1.57446, -0.85566, -1.63421)  0.014
C (1.36389, -4.47638, 0.76713)  -0.705
N (0.24244, 1.69632, 1.32259)  -0.339
H (-1.14450, 2.00466, -3.59685)  0.411
N (1.23599, 1.79120, 0.48739)  -1.046
H (-3.20478, -2.39697, 2.44321)  0.019
H (1.80929, -6.42693, 1.53638)  0.385
C (0.58306, -0.31402, 0.43069)  -0.587
C (-4.74474, 0.32755, 0.18156)  -0.370
H (-2.86426, -4.28838, -2.86023)  0.388
C (4.64971, -0.97809, 0.90870)  0.516
H (-4.01781, -2.20428, -3.57257)  0.399
H (1.08558, -1.23147, 2.89254)  0.529
H (-6.26323, -1.12828, -0.26683)  0.373
C (-0.04551, -3.21531, 5.37747)  -0.503
Se (-1.97080, 1.77341, 3.79253)  -0.435
N (6.71165, 1.29269, -2.36385)  -0.658
H (-4.22671, 3.29563, -0.88852)  0.410
H (-2.05621, -3.21634, 6.14298)  0.386
C (3.13726, 7.14415, -3.09145)  -0.467
C (-1.81134, -1.80112, 4.55282)  -0.271
H (2.28366, -4.39269, 0.20007)  0.348
N (5.75566, -0.24177, 0.57834)  -0.053
N (4.88280, 0.51416, -1.54649)  0.699
C (-3.15976, -2.15601, -2.90945)  -0.878
H (6.57154, -0.29959, 1.15690)  0.235
H (-1.20553, 0.12265, -1.34089)  0.189
C (1.52679, 2.28747, -2.81676)  -0.040
C (-3.00312, -0.39718, 1.68016)  0.811
H (-5.25976, -2.87216, 1.16640)  0.400
C (-0.09701, -5.71674, 2.22666)  -0.748
C (-3.62199, -1.63533, 1.79543)  0.363
C (5.88036, 0.35331, -0.66379)  0.525
C (0.38965, -1.66436, 3.59494)  -0.443
N (7.01645, 0.81500, -1.12574)  -0.607
C (-0.92731, -2.01432, -1.21881)  0.287
C (3.04269, 4.73057, -2.90453)  -0.712
H (3.55442, 3.77453, -2.88858)  0.481
C (-1.46285, 2.61721, -2.75970)  -0.438
C (1.75078, 7.17827, -2.97267)  -0.632
H (4.84612, 5.84461, -3.15844)  0.378
P (0.72007, -1.97595, -0.33072)  0.934
C (1.01426, 6.01169, -2.81850)  -0.250
C (-1.40849, -3.24890, -1.67865)  -0.668
C (-2.68197, -0.92978, -2.47876)  0.132
P (-1.50237, 0.12040, 2.57043)  -0.179
C (3.76667, 5.90067, -3.06251)  -0.595
H (-3.09906, 1.56138, 0.79871)  0.378
H (-5.17646, 1.09581, -0.45111)  0.286
C (-3.19826, 3.33776, -1.23517)  -0.742
H (-3.50182, 1.94104, -2.83283)  0.598
H (-0.22672, 4.81509, -0.51873)  0.514
C (-1.03055, -4.69044, 2.16955)  -0.660
H (-2.83057, -1.43851, 4.60790)  0.494
H (3.70946, 8.05859, -3.20307)  0.344

Calculated values
- HOMO-LUMO gap: 0.163 Ha
- Molar mass: 1005.40 g/mol
- Charge: -2
- ΔE to the lowest compared entry with this formula, charge and spin: 0.511 eV

Which of these has the lowest molar mass?
C43H31GaN12P2Se2

Look up the ΔE to the lowest compared entry with this formula, charge and spin of the second one.
0.511 eV

Which of these has the highest molar mass?
C57H54GeP3S2W